1.
Below is a 6-piece molecular cluster, C37H56Cl10NO3P overall in a non-equilibrium geometry, with properties calculated with wB97M-V/def2-TZVPD.

Positions of all 108 atoms, in Å:
Cl1 -2.7709 5.8497 -1.9670
Cl2 -3.2609 -4.5001 -0.6817
Cl3 -1.6153 -2.0118 -4.6420
Cl4 -5.0519 -1.6063 -0.7768
Cl5 -4.7202 -3.3002 -5.3358
Cl6 -8.2597 3.7018 0.5552
Cl7 -5.6618 2.5322 -1.3058
Cl8 1.7133 5.9422 -5.0818
Cl9 3.1855 7.9994 -2.7997
Cl10 -0.2237 3.9298 -0.7690
P1 1.6494 2.2188 -2.6270
O1 0.1111 -1.9397 1.6709
O2 -0.8359 0.1576 -1.6487
O3 2.9763 2.8460 -3.3937
N1 0.1613 -1.7193 -0.6761
C1 -1.9740 3.6357 -0.5650
C2 3.7902 -2.2313 5.3057
C3 -0.8181 -5.3369 3.1989
C4 -2.9715 -3.2449 2.4755
C5 -2.2047 -2.6478 -6.2040
C6 -3.1526 -4.3395 3.5247
C7 2.2345 -1.0837 3.5906
C8 1.1776 0.8323 -3.7660
C9 -2.7605 4.0709 -1.7703
C10 -3.1149 -3.1893 -1.8875
C11 1.1145 6.3287 -3.4476
C12 3.8007 4.0265 -0.8537
C13 0.0987 -0.3333 -1.1084
C14 5.5512 2.4026 -1.1014
C15 -0.0552 -5.3862 4.5473
C16 1.4348 7.7484 -3.0480
C17 3.3005 -0.9766 2.4764
C18 2.0972 -4.1917 5.4881
C19 4.6739 5.0039 -1.2991
C20 3.3232 -3.5893 4.7720
C21 3.3230 1.6123 -0.3412
C22 5.9781 4.7018 -1.6678
C23 4.2346 2.7108 -0.7627
C24 3.6624 0.8748 0.7897
C25 -3.3513 -1.8344 -1.2740
C26 1.3812 0.2788 -0.6047
C27 -7.5918 4.4329 -0.9252
C28 2.8167 -1.0824 5.0071
C29 -7.1059 3.3943 -1.9028
C30 -3.6686 -2.3710 -6.4317
C31 0.6152 -1.4735 0.7144
C32 0.8162 -4.1287 4.6198
C33 6.4277 3.3870 -1.5492
C34 2.1618 1.3272 -1.0874
C35 1.7275 -0.4500 0.5449
C36 2.8855 -0.1789 1.2685
C37 -2.3241 -5.5999 3.2788
H1 4.3095 6.0180 -1.3735
H2 7.4470 3.1644 -1.8315
H3 3.2411 -0.1087 5.2599
H4 -0.7427 -5.4778 5.3869
H5 -2.6391 -6.0323 2.3255
H6 -6.7917 5.1093 -0.6343
H7 -3.8015 3.7551 -1.6586
H8 1.9339 -3.7660 6.4783
H9 3.5088 2.1445 -3.7936
H10 1.5452 5.6087 -2.7546
H11 2.7823 4.2783 -0.5850
H12 1.9644 -1.2002 5.6854
H13 -2.0985 2.5633 -0.4177
H14 3.9765 -2.2884 6.3789
H15 -6.8240 3.8753 -2.8384
H16 -0.3348 -5.9775 2.4621
H17 0.6143 -6.2477 4.5274
H18 0.0347 6.1880 -3.4618
H19 1.5017 -0.2824 3.5191
H20 1.7259 -2.0282 3.4679
H21 5.9068 1.3815 -1.0415
H22 -7.8722 2.6530 -2.1137
H23 2.3188 -5.2477 5.6582
H24 1.0977 8.4603 -3.7969
H25 4.1504 -4.2938 4.8744
H26 -3.8116 -3.3930 -2.6936
H27 6.6259 5.4815 -2.0408
H28 0.9896 -2.1745 -1.0530
H29 -1.9904 -3.7130 -6.2313
H30 -3.1270 -1.0590 -2.0043
H31 -0.7097 -4.3201 2.8198
H32 1.1390 -3.9280 3.5994
H33 0.2442 -3.2521 4.9358
H34 -2.3598 3.6368 -2.6837
H35 0.1051 0.6906 -3.7844
H36 4.7610 -2.0083 4.8510
H37 0.9451 7.9813 -2.1039
H38 3.6084 -1.9859 2.2004
H39 -2.7217 -1.6778 -0.4020
H40 -8.3900 5.0163 -1.3811
H41 -1.6197 -2.1575 -6.9804
H42 -3.8980 -1.3164 -6.3008
H43 1.5297 1.0810 -4.7657
H44 -2.1635 -2.5756 2.7767
H45 3.1652 -3.4849 3.6998
H46 4.1818 -0.4985 2.9107
H47 -3.8470 -2.6054 2.3653
H48 -2.3035 4.1492 0.3353
H49 -3.9375 -2.6609 -7.4461
H50 4.5732 1.1543 1.3040
H51 -4.2006 -4.6518 3.5105
H52 -2.9879 -3.9233 4.5212
H53 -2.6898 -3.6085 1.4870
H54 -2.1061 -3.2371 -2.2848
H55 -2.5893 -6.3319 4.0457
H56 1.6998 -0.0765 -3.4553

## Properties
SMILES string: CCCCCCCCCCCCc1cc(-c2ccccc2)c(P(C)O)c2c1C(=O)NC2=O.ClCCCl.ClCCCl.ClCCCl.ClCCCl.ClCCCl
Electronic energy in Eh: -6667.22126
Kohn-Sham gap in Eh: 0.29027
HOMO in eV: -8.2
Strongest force on any atom in eV Å⁻¹: 1.8

=====

2.
Below is a 19-piece molecular cluster, C37H56Cl54N3O3Si overall in a non-equilibrium geometry, with properties calculated with wB97M-V/def2-TZVPD.

Positions of all 154 atoms, in Å:
Cl1 3.5388 3.3221 -4.9027
Cl2 -12.6862 2.4394 -1.7951
Cl3 -0.6664 -4.3135 0.7578
Cl4 7.2793 -0.8200 -5.7854
Cl5 0.0387 -8.7944 2.2191
Cl6 4.7365 2.8135 -2.3250
Cl7 -1.4247 6.3086 -5.4266
Cl8 9.5731 -1.2473 -9.1273
Cl9 6.4036 -3.1561 -7.2708
Cl10 1.4922 1.4365 -8.5875
Cl11 0.4408 8.0857 -4.0996
Cl12 -0.8986 1.4288 9.4414
Cl13 1.9125 -14.8336 3.5566
Cl14 0.8985 9.4904 -7.8332
Cl15 4.1690 2.0383 0.7120
Cl16 -1.2968 9.5054 -9.7330
Cl17 1.1077 -9.1032 4.8997
Cl18 7.4534 0.1702 -10.5179
Cl19 -3.3614 1.7858 10.9334
Cl20 -0.1334 2.3429 -6.3566
Cl21 -1.7987 10.0896 -6.9348
Cl22 5.9939 1.7796 -4.7287
Cl23 -3.1106 3.6383 -4.0605
Cl24 -11.9484 0.3721 0.1035
Cl25 6.1052 -0.1368 0.7176
Cl26 4.6885 -7.2000 2.9710
Cl27 7.5184 -7.8372 3.0978
Cl28 1.6207 -13.9573 9.4706
Cl29 0.4965 -13.6931 5.8209
Cl30 -5.0731 4.6814 -5.9260
Cl31 -6.3239 1.3177 2.4156
Cl32 -9.9015 1.6726 -1.4972
Cl33 12.0230 -4.1765 -8.5931
Cl34 0.7320 5.2020 -3.8584
Cl35 9.5320 1.6584 -9.1373
Cl36 5.6294 -2.8271 -4.4925
Cl37 1.6838 -16.8466 9.1862
Cl38 7.4172 4.4595 3.3304
Cl39 1.8175 -5.7549 1.1725
Cl40 1.9968 0.4234 -5.9155
Cl41 2.5244 -10.2369 2.6353
Cl42 3.6052 -0.4342 -0.7213
Cl43 -2.9728 3.1992 8.4267
Cl44 7.0435 5.3557 0.5927
Cl45 5.2488 6.2819 2.6834
Cl46 -5.2227 1.9146 -5.0590
Cl47 -0.5942 -15.5633 10.4474
Cl48 -0.5720 -13.3924 3.1369
Cl49 5.6375 -9.2450 4.8004
Cl50 9.2484 -4.2720 -7.7449
Cl51 -6.3444 -1.5855 2.6091
Cl52 -8.2545 -0.2244 0.8962
Cl53 0.4065 -4.6297 3.4402
Cl54 11.2023 -6.0403 -6.5227
Si1 -1.6667 5.2583 0.0069
O1 0.2263 -0.6941 2.1421
O2 -3.1515 0.0740 -2.9448
O3 -0.8053 4.3925 -1.1687
N1 0.0266 0.1367 1.0945
N2 -0.8274 1.1626 -0.6509
N3 -3.8409 0.3104 -0.7683
C1 0.7638 0.9833 -7.0495
C2 6.2405 4.9380 2.1085
C3 -3.5028 4.8773 -0.3124
C4 -3.9455 1.1892 5.9220
C5 -2.1837 2.5605 9.8760
C6 0.8971 -13.5016 4.1112
C7 -1.7711 2.4786 5.4796
C8 -0.9773 0.2152 0.2459
C9 -0.4055 6.5432 -4.0131
C10 5.0607 3.1058 -4.0410
C11 -1.7008 0.2287 3.4763
C12 -0.9954 -1.0095 2.8368
C13 1.1018 2.8433 -1.1478
C14 -4.5525 -0.9692 -0.9181
C15 -2.9839 0.5842 -1.8544
C16 8.5511 0.1894 -9.1339
C17 0.9293 1.1145 0.7012
C18 4.8695 0.6919 -0.2198
C19 5.8826 -8.4805 3.2312
C20 1.5068 -8.9043 3.1929
C21 10.7202 -5.2130 -8.0054
C22 -1.7652 1.5309 -1.7192
C23 -1.4063 7.1156 -0.1918
C24 0.5829 4.2616 -0.8773
C25 0.6552 -15.4138 9.2098
C26 -11.5785 1.1116 -1.4561
C27 0.8054 -4.4269 1.7321
C28 -1.8533 -0.0651 4.9886
C29 -7.3329 -0.1349 2.3958
C30 -1.2949 4.7415 1.7886
C31 -4.7505 1.4352 -0.4562
C32 0.4274 1.7408 -0.3752
C33 5.9799 -1.9996 -6.0113
C34 -0.8199 9.1568 -8.0708
C35 -4.1502 3.2605 -5.4421
C36 -3.1139 0.4550 2.8884
C37 -2.3824 1.1060 5.8512
H1 -5.7208 0.9939 -0.2025
H2 -1.5493 7.5704 0.8012
H3 -2.1702 4.9720 2.4046
H4 2.0630 -7.9824 3.0777
H5 -1.0339 3.6704 1.7953
H6 -1.0539 1.0949 3.2718
H7 0.8679 4.5749 0.1414
H8 -1.7985 -0.4840 0.3569
H9 -4.4516 1.9959 0.4377
H10 -3.8123 -0.2812 3.3017
H11 5.3283 1.1091 -1.1127
H12 -4.1206 5.7642 -0.1450
H13 -1.7377 3.3891 10.4118
H14 -2.1155 7.5635 -0.9009
H15 -4.2580 1.9984 5.2407
H16 0.1689 -15.3308 8.2457
H17 5.0883 -1.4679 -6.3223
H18 -3.5168 2.9666 -6.2704
H19 -3.7600 4.0428 0.3553
H20 -1.0420 6.5483 -3.1352
H21 0.0693 0.1715 -7.2264
H22 -8.0290 -0.0757 3.2233
H23 -2.4222 -0.9960 5.1464
H24 2.1837 2.7999 -0.9744
H25 1.4537 -12.5787 3.9950
H26 5.6383 4.0179 -4.1318
H27 -0.7129 2.4879 5.7815
H28 -11.7026 0.3602 -2.2257
H29 -0.3932 5.2808 2.1159
H30 -2.2611 3.2643 6.0907
H31 -4.7453 -1.3475 0.0987
H32 -3.1644 0.4006 1.7908
H33 7.9551 0.1835 -8.2308
H34 -4.3903 0.2769 5.4980
H35 -0.9900 8.1042 -7.8817
H36 10.5155 -5.9617 -8.7604
H37 1.1124 4.9178 -1.5910
H38 -2.1843 2.5109 -1.4353
H39 -3.9781 -1.7274 -1.4557
H40 -4.3110 1.3846 6.9314
H41 -3.4295 1.4717 3.1623
H42 -1.9206 2.7542 4.4273
H43 -3.6070 4.4791 -1.3344
H44 0.9636 2.6208 -2.2213
H45 -4.9264 2.1002 -1.3158
H46 1.8772 1.3145 1.1931
H47 1.3606 -3.5034 1.6188
H48 -0.8350 -0.2912 5.3618
H49 -0.7070 -1.6787 3.6566
H50 5.5883 4.0964 1.9192
H51 5.7466 -9.2302 2.4614
H52 -1.6991 -1.6025 2.2268
H53 -2.0532 0.9046 6.8817
H54 -1.2888 1.6725 -2.6909
H55 -0.3909 7.3623 -0.5387
H56 -5.5366 -0.8291 -1.3899

## Properties
Electronic energy in Eh: -26972.95783
Charge: +1
Kohn-Sham gap in Eh: 0.36153
HOMO in eV: -11.8
Strongest force on any atom in eV Å⁻¹: 3.4

=====

3.
Below is C37H57ClIKN2O2P2S3Si4 as an isolated structure in a non-equilibrium geometry, with properties calculated with wB97M-V/def2-TZVPD.

Positions of all 110 atoms, in Å:
I1 4.3589 -4.7745 1.3511
K1 0.0561 -1.3207 0.4127
Cl1 6.4833 -2.5377 -3.4321
S1 -2.0222 -2.8752 -4.2750
S2 1.6459 -0.3736 3.3748
S3 -3.1079 -1.0551 -2.1395
P1 -2.3163 -3.3045 0.8448
P2 -2.5909 -0.6197 2.2309
Si1 0.1583 2.7462 -0.0197
Si2 -1.3191 3.5951 -1.6141
Si3 2.2158 3.5419 -0.8456
Si4 -0.1924 4.1715 1.7988
O1 2.1403 -2.6220 0.5677
O2 0.3394 -0.8227 2.7665
N1 -0.9371 -2.6854 -1.9281
N2 1.9508 -0.8993 -1.5443
C1 0.9077 -4.2883 -2.1453
C2 -0.1951 -3.5990 -2.6527
C3 -4.8692 -4.0034 1.9966
C4 -1.9454 4.0150 2.5002
C5 -2.4678 0.1592 3.8957
C6 -3.1270 3.2840 -1.1702
C7 1.1739 -5.4043 -4.2755
C8 0.0532 6.0484 1.6863
C9 2.8959 5.1933 -0.2205
C10 -1.1039 2.6740 -3.2494
C11 -3.4627 0.7257 1.3360
C12 1.5877 -5.1790 -2.9602
C13 4.0693 -1.6775 -2.4155
C14 4.2203 -3.4233 -0.2336
C15 -2.6470 -4.9212 0.0303
C16 -3.9876 -1.8084 2.4810
C17 2.3053 3.7017 -2.7292
C18 -1.2280 5.4451 -2.0208
C19 -3.8441 -3.0689 1.8657
C20 2.6383 -1.8667 3.5992
C21 -6.1426 -2.4768 3.3528
C22 -5.1321 -1.5322 3.2196
C23 3.9167 -0.7814 -3.4968
C24 -0.6167 -3.8442 -3.9707
C25 2.5910 0.3511 2.0460
C26 2.8078 0.0076 -3.5746
C27 3.0396 -1.7051 -1.4493
C28 -1.9441 -2.1969 -2.6108
C29 -1.1720 -3.9064 2.1810
C30 0.9357 3.6387 3.2284
C31 3.6245 2.3389 -0.4304
C32 5.2474 -3.3941 -1.1900
C33 -6.0097 -3.7121 2.7358
C34 3.0727 -2.6123 -0.2860
C35 0.0640 -4.7417 -4.7850
C36 5.1797 -2.5471 -2.2536
C37 1.8374 -0.0819 -2.5598
H1 -3.7424 0.3544 0.3487
H2 -3.4722 -4.8128 -0.6763
H3 -3.4104 0.5896 4.2442
H4 1.5549 4.3942 -3.1186
H5 3.5749 0.6092 2.4419
H6 -2.0747 4.7072 3.3402
H7 2.6666 0.6988 -4.3954
H8 2.1475 2.7373 -3.2183
H9 -1.5813 6.0417 -1.1736
H10 -1.7209 0.9523 3.8256
H11 3.0106 5.1886 0.8665
H12 -4.7856 -4.9691 1.5130
H13 -0.2279 -4.2171 1.7220
H14 2.0373 -2.6812 3.1969
H15 2.0628 1.2440 1.7077
H16 0.7346 4.2187 4.1369
H17 -0.0854 2.7461 -3.6352
H18 -7.0331 -2.2447 3.9258
H19 -2.1071 -0.5713 4.6217
H20 1.2194 -4.1105 -1.1231
H21 3.9404 2.4617 0.6117
H22 -1.7557 -5.1750 -0.5471
H23 -1.3467 1.6153 -3.1088
H24 2.6675 -0.3780 1.2360
H25 -2.7024 4.2498 1.7480
H26 1.9905 3.7780 2.9649
H27 0.7907 2.5791 3.4602
H28 -2.8616 -5.7345 0.7294
H29 -4.3492 1.0813 1.8700
H30 3.2990 4.0671 -3.0125
H31 4.6861 -0.7357 -4.2559
H32 -0.4726 6.4682 0.8236
H33 -1.7850 3.0750 -4.0092
H34 1.7196 -6.0999 -4.9020
H35 3.8821 5.3732 -0.6658
H36 0.9476 0.5426 -2.5852
H37 6.1008 -4.0510 -1.0862
H38 -0.2036 5.7623 -2.2354
H39 -1.8540 5.6780 -2.8904
H40 -0.9575 -3.0874 2.8705
H41 3.5649 -1.8169 3.0314
H42 -3.3902 3.6448 -0.1732
H43 -3.7779 3.7831 -1.8976
H44 2.8378 -2.0058 4.6611
H45 -1.5954 -4.7484 2.7344
H46 -6.7976 -4.4514 2.8273
H47 1.1038 6.3118 1.5834
H48 2.2380 6.0260 -0.4799
H49 4.4975 2.5243 -1.0671
H50 -2.7645 1.5524 1.1922
H51 -0.2636 -4.9183 -5.8030
H52 2.4550 -5.6983 -2.5690
H53 3.3204 1.2975 -0.5646
H54 -5.2471 -0.5604 3.6884
H55 -3.3377 2.2121 -1.2043
H56 -2.1472 3.0012 2.8571
H57 -0.3357 6.5259 2.5936

## Properties
Electronic energy in Eh: -6097.38587
Energy relative to the best compared isomer or geometry (same formula, charge and spin) in eV: 0.670
Charge: -2
Kohn-Sham gap in Eh: 0.18593
HOMO in eV: -1.6
Strongest force on any atom in eV Å⁻¹: 1.4

=====

4.
Below is C37H57LuN4O5S3Si as an isolated structure in a non-equilibrium geometry, with properties calculated with wB97M-V/def2-TZVPD.

Positions of all 108 atoms, in Å:
Lu1 -1.3841 -0.0967 -0.0859
S1 -0.7708 -3.6100 1.8087
S2 -3.6738 -2.4558 2.6877
S3 -0.9457 -2.8694 5.2116
Si1 2.5182 0.7611 -0.5878
O1 -2.2650 1.1084 -1.6434
O2 -1.1395 -1.5190 -2.5036
O3 -4.7999 -2.5670 -0.6478
O4 -4.4092 1.2150 -2.2044
O5 -2.7601 -1.6936 -0.2505
N1 -0.9950 2.1019 0.8462
N2 -3.3516 0.7070 1.2928
N3 1.2831 3.3488 -0.8254
N4 -0.5415 -0.2509 2.2525
C1 3.5974 -0.2007 -4.4652
C2 -3.0918 -0.4649 -3.2537
C3 -1.8499 -2.8987 -4.3267
C4 -2.2808 2.8634 0.9048
C5 4.3136 0.2312 3.1290
C6 -0.0755 -4.3208 4.4435
C7 5.0203 -0.9613 2.9982
C8 3.4447 0.5206 -2.1525
C9 1.6734 4.5576 -2.9478
C10 -3.2797 0.7137 -2.3196
C11 -3.4179 -1.8226 -2.4673
C12 1.3132 4.7420 -0.3441
C13 -0.1161 2.1368 2.0158
C14 0.4705 -4.1160 3.0364
C15 3.7240 0.3119 0.8019
C16 4.5202 -0.8300 0.6643
C17 -1.5653 -0.6301 -3.5551
C18 -2.6675 -3.4776 5.1625
C19 3.6401 0.8836 2.1074
C20 4.9070 0.2201 -4.5477
C21 2.4795 2.6399 -0.3360
C22 -3.8544 -2.7236 4.4212
C23 0.2125 5.4813 -1.0692
C24 -3.5089 -4.1105 1.9904
C25 5.4765 0.8776 -3.4894
C26 -2.1234 -4.8029 2.2014
C27 1.0907 -0.4035 -0.3466
C28 -3.2403 2.0837 1.7838
C29 -2.0675 -2.5554 -2.8178
C30 1.2228 3.2738 -2.2864
C31 2.8684 -0.0401 -3.2793
C32 4.7630 0.9778 -2.3136
C33 -3.7679 -2.0208 -1.0348
C34 -1.3654 -1.4578 -4.8179
C35 5.1602 -1.5143 1.7330
C36 0.6822 5.6770 -2.4880
C37 -0.3895 1.0388 2.9617
H1 5.4059 -1.4488 3.8337
H2 1.8039 4.4036 -4.0341
H3 -2.2589 3.9026 1.3043
H4 1.3090 -0.9198 0.6432
H5 -4.2147 -4.7854 2.4895
H6 3.0371 -0.6406 -5.2264
H7 -2.6033 2.9142 -0.1694
H8 1.0941 4.7564 0.7467
H9 -0.7080 4.8581 -0.9778
H10 -2.7698 -3.1701 -4.8708
H11 3.1814 1.7885 2.3738
H12 5.7133 -2.3905 1.5332
H13 -3.7060 -0.3126 -4.1281
H14 4.5644 -1.4278 -0.2288
H15 0.0791 6.4556 -0.5589
H16 5.5014 0.0996 -5.4325
H17 -0.1945 3.0183 2.5576
H18 -3.0683 -3.4604 6.1997
H19 2.6793 2.9727 0.6795
H20 -2.2064 -5.6554 1.4797
H21 -4.1904 -2.2797 -3.1188
H22 -0.6703 -5.2666 4.5212
H23 -0.2217 5.6930 -3.1534
H24 -2.8671 2.0169 2.7657
H25 -4.2193 2.5294 1.7714
H26 1.1054 6.6687 -2.6130
H27 -3.9644 0.7533 0.4948
H28 1.1205 -1.1648 -1.1187
H29 0.8896 1.9756 1.5658
H30 0.2106 2.9640 -2.6832
H31 1.7878 -0.2897 -3.3340
H32 0.7210 -4.4122 5.1430
H33 1.8902 2.5090 -2.5974
H34 -4.7437 -3.3750 4.6921
H35 5.2664 1.4447 -1.4827
H36 3.4019 2.9991 -0.8537
H37 1.3218 -3.3828 3.0831
H38 -1.2654 1.2805 3.5410
H39 -0.9765 0.2898 -3.4212
H40 -0.9877 -0.8899 2.9141
H41 -0.3447 -1.4425 -5.2113
H42 -3.8942 -1.7338 4.8837
H43 6.5026 1.3094 -3.5268
H44 -2.0841 -1.1893 -5.5885
H45 -3.8565 0.1722 2.0040
H46 4.2380 0.6767 4.1518
H47 -3.8284 -3.9229 0.9298
H48 2.5981 4.9598 -2.6078
H49 -1.0526 -3.6719 -4.4668
H50 -0.4926 2.5253 0.0976
H51 -2.0524 -5.2531 3.2479
H52 0.8998 -5.0571 2.7161
H53 0.3477 -0.7063 2.0940
H54 -2.7115 -4.5887 4.9201
H55 2.2500 5.2602 -0.5044
H56 0.5075 0.9485 3.6355
H57 -1.9584 -3.3676 -2.1526

## Properties
Electronic energy in Eh: -4758.99916
Kohn-Sham gap in Eh: 0.29904
HOMO in eV: -7.8
Strongest force on any atom in eV Å⁻¹: 4.7

=====

no.,LUMO (eV)
1,-0.294
2,-2.004
3,3.434
4,0.312